# 1
A structure of composition C28H35AsN2O5SV in a non-equilibrium geometry, computed with ωB97M-V/def2-TZVPD.

Output
lowest unoccupied orbital energy = -0.41165 hartree
total charge = +3
gap between HOMO and LUMO = 6.14 eV

CARTESIAN COORDINATES (ANGSTROEM)
V: 0.691 -0.163 1.159
N: -0.758 -0.981 2.579
C: -0.159 -1.170 3.917
C: 1.332 -0.993 3.797
O: 2.098 -0.889 4.695
N: 1.761 -0.951 2.414
C: 3.196 -1.053 2.150
C: 3.474 -0.007 1.098
O: 4.438 0.606 0.849
O: 2.234 0.203 0.419
H: -1.574 -0.376 2.639
H: -1.086 -1.867 2.202
H: -0.354 -2.169 4.309
H: -0.554 -0.454 4.635
H: 3.448 -2.036 1.742
H: 3.795 -0.866 3.040
O: 0.144 -1.302 0.014
As: -0.652 -1.892 -1.546
C: -2.278 -2.574 -0.940
C: -2.567 -3.917 -1.177
C: -3.798 -4.420 -0.774
C: -4.713 -3.590 -0.145
C: -4.420 -2.245 0.082
C: -3.203 -1.726 -0.319
C: -0.813 -0.309 -2.537
C: 0.291 0.537 -2.666
C: 0.184 1.657 -3.473
C: -1.005 1.913 -4.152
C: -2.092 1.058 -4.027
C: -2.006 -0.064 -3.214
C: 0.521 -3.148 -2.245
C: 0.900 -4.260 -1.485
C: 1.726 -5.206 -2.062
C: 2.156 -5.042 -3.378
C: 1.772 -3.937 -4.125
C: 0.953 -2.970 -3.561
H: -1.854 -4.562 -1.674
H: -4.040 -5.458 -0.959
H: -5.672 -3.986 0.162
H: -5.157 -1.607 0.551
H: -2.998 -0.668 -0.191
H: 1.235 0.314 -2.180
H: 1.032 2.316 -3.595
H: -1.078 2.780 -4.794
H: -3.007 1.261 -4.567
H: -2.857 -0.728 -3.121
H: 0.551 -4.395 -0.468
H: 2.032 -6.075 -1.497
H: 2.797 -5.791 -3.825
H: 2.111 -3.826 -5.145
H: 0.657 -2.105 -4.142
C: -2.449 4.975 1.509
C: -1.062 4.336 1.458
C: -0.765 3.680 2.800
S: 0.621 2.566 2.960
O: 0.302 1.438 1.851
C: 2.077 3.423 2.348
C: 2.224 3.663 0.848
C: 3.635 4.184 0.573
H: -2.683 5.444 0.556
H: -2.504 5.746 2.277
H: -3.221 4.233 1.719
H: -0.311 5.099 1.251
H: -1.010 3.597 0.655
H: -1.601 3.077 3.166
H: -0.545 4.408 3.592
H: 2.906 2.837 2.754
H: 2.039 4.355 2.927
H: 1.480 4.378 0.504
H: 2.058 2.731 0.306
H: 3.849 5.080 1.156
H: 3.738 4.447 -0.479
H: 4.386 3.430 0.807

Cartesian forces (eV/Å) of the 6 atoms listed first:
V 1.28 -0.88 0.43
N 0.17 0.01 0.06
C -0.12 -0.03 -0.07
C 0.16 -0.06 -0.16
O 0.04 -0.07 0.03
N 0.03 -0.01 0.02

Mulliken charges, unit e, in atom order:
1. V 0.36
2. N -0.47
3. C -0.53
4. C 0.46
5. O -0.48
6. N 0.55
7. C -0.51
8. C 0.43
9. O -0.40
10. O -0.14
11. H 0.32
12. H 0.21
13. H 0.39
14. H 0.37
15. H 0.36
16. H 0.42
17. O 0.00
18. As 1.62
19. C 0.12
20. C -0.30
21. C -0.81
22. C -0.54
23. C -0.93
24. C -0.19
25. C 0.16
26. C -0.21
27. C -0.99
28. C -0.55
29. C -0.83
30. C -0.41
31. C 0.29
32. C -0.25
33. C -0.89
34. C -0.52
35. C -0.83
36. C -0.36
37. H 0.44
38. H 0.46
39. H 0.45
40. H 0.46
41. H 0.66
42. H 0.61
43. H 0.52
44. H 0.47
45. H 0.47
46. H 0.51
47. H 0.51
48. H 0.45
49. H 0.45
50. H 0.45
51. H 0.45
52. C -1.46
53. C -0.11
54. C -0.83
55. S 0.38
56. O -0.22
57. C -0.99
58. C 0.25
59. C -1.49
60. H 0.40
61. H 0.37
62. H 0.37
63. H 0.24
64. H 0.25
65. H 0.48
66. H 0.64
67. H 0.46
68. H 0.73
69. H 0.25
70. H -0.15
71. H 0.41
72. H 0.40
73. H 0.32

***

# 2
A structure of composition C28H35AsN8O4S2Sr, computed with ωB97M-V/def2-TZVPD.

Output
lowest unoccupied orbital energy = 0.00671 hartree
gap between HOMO and LUMO = 6.93 eV

CARTESIAN COORDINATES (ANGSTROEM)
Sr: 1.441 1.333 -0.499
C: 5.150 -0.276 2.076
N: 5.058 -0.277 0.630
C: 6.108 0.461 -0.076
C: 3.810 -0.384 0.081
N: 2.719 -0.619 0.732
N: 3.784 -0.155 -1.299
C: 2.829 -0.521 -2.258
N: 3.324 -0.360 -3.530
N: 1.657 -0.906 -1.916
H: 6.200 -0.333 2.350
H: 4.658 -1.153 2.494
H: 4.721 0.630 2.520
H: 6.307 0.025 -1.055
H: 7.029 0.369 0.494
H: 5.855 1.514 -0.205
H: 2.886 -0.675 1.728
H: 4.635 0.214 -1.692
H: 3.925 0.448 -3.639
H: 2.609 -0.392 -4.240
H: 1.044 -1.103 -2.703
S: -0.306 3.606 -0.097
C: -0.988 3.579 1.523
C: -1.015 4.750 2.291
C: -1.597 4.773 3.547
C: -2.176 3.627 4.078
C: -2.158 2.455 3.338
C: -1.569 2.421 2.079
As: -1.462 0.823 0.987
C: -2.906 1.094 -0.279
C: -2.883 0.378 -1.470
C: -3.908 0.528 -2.394
C: -4.957 1.397 -2.129
C: -4.980 2.116 -0.938
C: -3.956 1.968 -0.015
C: -2.259 -0.513 2.168
C: -3.473 -1.130 1.894
C: -3.942 -2.151 2.713
C: -3.207 -2.559 3.815
C: -1.993 -1.943 4.100
C: -1.522 -0.934 3.275
H: -0.573 5.646 1.876
H: -1.602 5.695 4.115
H: -2.640 3.648 5.056
H: -2.614 1.560 3.744
H: -2.079 -0.314 -1.677
H: -3.872 -0.036 -3.318
H: -5.753 1.526 -2.853
H: -5.794 2.800 -0.733
H: -3.969 2.537 0.907
H: -4.057 -0.814 1.039
H: -4.890 -2.624 2.488
H: -3.578 -3.350 4.454
H: -1.418 -2.250 4.965
H: -0.572 -0.460 3.501
C: 3.684 4.805 -1.911
S: 3.642 3.056 -1.774
O: 3.547 2.752 -0.327
O: 4.848 2.522 -2.388
O: 2.396 2.600 -2.449
H: 4.566 5.168 -1.391
H: 2.774 5.182 -1.449
H: 3.722 5.062 -2.967
C: -2.279 -5.211 -3.772
N: -1.690 -4.595 -2.592
C: -1.471 -5.292 -1.454
C: -0.930 -4.714 -0.363
C: -0.607 -3.322 -0.480
N: -0.820 -2.629 -1.580
C: -1.349 -3.226 -2.685
O: -1.540 -2.657 -3.748
N: -0.128 -2.659 0.590
H: -2.429 -6.271 -3.575
H: -1.620 -5.081 -4.627
H: -3.232 -4.741 -4.009
H: -1.752 -6.337 -1.474
H: -0.767 -5.270 0.546
H: 0.246 -3.155 1.374
H: 0.107 -1.677 0.461

Cartesian forces (eV/Å) of the 6 atoms listed first:
Sr -0.74 0.31 0.28
C 0.03 0.02 0.06
N 0.09 0.08 -0.23
C 0.08 -0.08 0.06
C 0.05 0.03 -0.05
N -0.04 0.27 -0.12

Mulliken charges, unit e, in atom order:
1. Sr 1.17
2. C -1.17
3. N 0.02
4. C -1.13
5. C 0.69
6. N -0.64
7. N 0.04
8. C 0.88
9. N -0.64
10. N -0.42
11. H 0.29
12. H 0.40
13. H 0.39
14. H 0.41
15. H 0.38
16. H 0.33
17. H 0.08
18. H 0.00
19. H 0.25
20. H 0.29
21. H -0.15
22. S -0.46
23. C 0.37
24. C -0.66
25. C -0.46
26. C -0.80
27. C 0.10
28. C -0.47
29. As 0.43
30. C 0.44
31. C -0.53
32. C -0.65
33. C -0.44
34. C -0.70
35. C -0.05
36. C -0.07
37. C -0.27
38. C -0.67
39. C -0.50
40. C -0.70
41. C -0.22
42. H 0.41
43. H 0.36
44. H 0.40
45. H 0.37
46. H 0.33
47. H 0.48
48. H 0.37
49. H 0.40
50. H 0.44
51. H 0.36
52. H 0.40
53. H 0.38
54. H 0.39
55. H 0.45
56. C -1.11
57. S 1.45
58. O -0.71
59. O -0.68
60. O -0.77
61. H 0.35
62. H 0.28
63. H 0.36
64. C -0.94
65. N 0.14
66. C 0.07
67. C -1.29
68. C 0.93
69. N 0.06
70. C 0.12
71. O -0.69
72. N 0.22
73. H 0.30
74. H 0.30
75. H 0.30
76. H 0.33
77. H 0.40
78. H 0.22
79. H -0.35

***

# 3
A cluster of 8 separate species, C28H35BF25O14 in total in a non-equilibrium geometry, computed with ωB97M-V/def2-TZVPD.

Output
lowest unoccupied orbital energy = 0.08970 hartree
total charge = -1
gap between HOMO and LUMO = 10.64 eV

CARTESIAN COORDINATES (ANGSTROEM)
B: 10.354 -12.365 5.339
F: 10.776 -12.421 6.595
F: 9.948 -11.066 5.147
F: 11.483 -12.663 4.552
F: 9.351 -13.310 5.222
C: 16.310 -16.973 3.003
C: 15.447 -15.991 3.811
O: 15.889 -14.664 3.710
C: 15.134 -13.809 4.461
O: 14.078 -14.080 5.019
C: 15.723 -12.379 4.587
F: 15.825 -11.991 5.861
F: 16.913 -12.349 4.031
F: 14.971 -11.535 3.880
H: 15.968 -17.992 3.185
H: 17.355 -16.867 3.294
H: 16.323 -16.710 1.945
H: 15.375 -16.357 4.835
H: 14.441 -16.084 3.402
C: 9.470 -7.858 6.612
C: 8.386 -8.844 6.177
O: 7.061 -8.450 6.435
C: 6.529 -8.530 7.667
O: 7.038 -8.922 8.695
C: 4.986 -8.154 7.638
F: 4.441 -8.355 8.787
F: 4.832 -6.844 7.238
F: 4.396 -8.886 6.682
H: 9.151 -6.862 6.918
H: 10.129 -7.642 5.771
H: 10.213 -8.114 7.368
H: 8.711 -9.817 6.546
H: 8.430 -8.918 5.091
C: 11.552 -13.003 0.660
C: 12.569 -13.679 1.635
O: 12.650 -15.081 1.364
C: 11.998 -16.015 2.029
O: 11.309 -15.801 3.027
C: 12.238 -17.426 1.426
F: 11.111 -18.039 1.143
F: 12.850 -17.377 0.224
F: 12.891 -18.107 2.328
H: 11.788 -13.160 -0.392
H: 11.657 -11.919 0.711
H: 10.534 -13.287 0.928
H: 12.257 -13.541 2.670
H: 13.604 -13.397 1.444
C: 8.747 -11.350 9.617
C: 7.913 -12.072 8.508
O: 7.549 -13.350 8.988
C: 8.277 -14.514 8.688
O: 9.348 -14.499 8.058
C: 7.657 -15.853 9.244
F: 8.455 -16.464 10.106
F: 6.483 -15.537 9.850
F: 7.415 -16.695 8.283
H: 9.671 -11.871 9.870
H: 8.113 -11.155 10.482
H: 9.035 -10.383 9.204
H: 8.369 -12.144 7.520
H: 6.982 -11.511 8.433
C: 11.765 -9.259 2.615
C: 11.404 -7.837 3.060
O: 9.997 -7.729 2.896
C: 9.410 -6.508 3.222
O: 10.047 -5.517 3.649
C: 7.883 -6.559 3.026
F: 7.412 -7.721 2.592
F: 7.303 -6.237 4.190
F: 7.646 -5.621 2.097
H: 11.448 -9.545 1.612
H: 11.297 -9.942 3.324
H: 12.814 -9.536 2.724
H: 11.986 -7.130 2.468
H: 11.701 -7.676 4.096
C: 13.154 -10.431 7.254
C: 13.052 -10.984 8.661
O: 14.223 -11.752 9.059
C: 14.249 -13.136 8.898
O: 13.357 -13.746 8.254
C: 15.522 -13.865 9.341
F: 15.324 -14.340 10.604
F: 15.861 -14.901 8.570
F: 16.526 -12.993 9.314
H: 13.913 -9.659 7.126
H: 12.181 -10.031 6.970
H: 13.245 -11.110 6.406
H: 12.096 -11.506 8.708
H: 12.976 -10.130 9.335
C: 6.033 -14.553 5.779
C: 5.893 -15.993 5.358
O: 6.360 -16.180 4.037
C: 7.695 -16.277 3.722
O: 8.544 -16.335 4.598
C: 8.071 -16.366 2.214
F: 8.641 -17.596 1.992
F: 6.955 -16.245 1.430
F: 8.937 -15.363 1.873
H: 7.007 -14.065 5.743
H: 5.731 -14.437 6.820
H: 5.354 -13.962 5.165
H: 4.818 -16.170 5.347
H: 6.410 -16.651 6.057

Cartesian forces (eV/Å) of the 6 atoms listed first:
B 0.76 -1.13 -0.49
F 1.20 0.04 3.84
F -0.94 1.60 -1.22
F -0.03 0.10 -1.23
F -1.01 -0.14 -1.04
C 0.58 1.28 0.24

Mulliken population analysis, charges in e, atoms 1 to 99:
1. B 0.01
2. F -0.26
3. F -0.23
4. F -0.44
5. F -0.19
6. C -1.48
7. C 0.53
8. O -0.29
9. C 0.37
10. O -0.38
11. C 0.79
12. F -0.18
13. F -0.30
14. F -0.25
15. H 0.36
16. H 0.42
17. H 0.35
18. H 0.32
19. H -0.25
20. C -0.97
21. C 1.24
22. O -0.39
23. C 0.30
24. O -0.51
25. C 0.90
26. F -0.21
27. F -0.27
28. F -0.25
29. H 0.37
30. H -0.01
31. H 0.29
32. H -0.65
33. H 0.13
34. C -1.10
35. C 0.43
36. O -0.29
37. C 0.62
38. O -0.50
39. C 0.75
40. F -0.25
41. F -0.28
42. F -0.24
43. H 0.40
44. H 0.20
45. H 0.19
46. H -0.01
47. H 0.27
48. C -1.13
49. C 0.69
50. O -0.33
51. C 0.36
52. O -0.39
53. C 0.72
54. F -0.26
55. F -0.28
56. F -0.17
57. H 0.33
58. H 0.33
59. H 0.21
60. H -0.16
61. H 0.05
62. C -0.98
63. C -0.31
64. O -0.19
65. C 0.31
66. O -0.59
67. C 1.02
68. F -0.23
69. F -0.23
70. F -0.27
71. H 0.29
72. H 0.16
73. H 0.45
74. H 0.38
75. H 0.24
76. C -0.43
77. C 0.25
78. O -0.35
79. C 0.44
80. O -0.45
81. C 0.76
82. F -0.27
83. F -0.21
84. F -0.24
85. H 0.51
86. H -0.11
87. H -0.19
88. H -0.17
89. H 0.37
90. C -0.77
91. C -0.19
92. O -0.29
93. C 0.35
94. O -0.49
95. C 0.90
96. F -0.24
97. F -0.28
98. F -0.22
99. H 0.00

***

- Look up the gap between HOMO and LUMO of the third one.
  10.64 eV

***

- Among the records above, which one has the highest gap between HOMO and LUMO?
  C28H35BF25O14

***

- Which of these has the lowest gap between HOMO and LUMO?
  C28H35AsN2O5SV